(1)
Density functional theory data (ωB97M-V/def2-TZVPD) for a molecular structure, C28H30GaN4.

Calculated values
HOMO level (spin up / spin down)   -0.387 / -0.365 Ha
E   -3228.55786 Ha
Relative energy (zero: lowest compared OMol25 entry of this formula, charge and spin)   0.00 kJ/mol
Charge   +1
Multiplicity   1
E_LUMO (spin up / spin down)   -3.9 / -4.1 eV

Geometry (Å):
Ga -0.52029 -0.25592 0.10699
C 2.15968 0.90854 3.52036
C 0.82206 0.41098 3.04796
C -0.15450 1.30162 2.60860
C -1.40413 0.86167 2.16700
C -2.51347 1.82856 1.86183
C -1.64212 -0.53273 2.11655
C -0.68805 -1.44569 2.62393
C -1.03021 -2.90429 2.76786
C 0.52905 -0.95234 3.06990
H 2.33642 1.93577 3.20602
H 2.96506 0.28438 3.13316
H 2.21005 0.87489 4.61065
H 0.04642 2.36677 2.62755
H -2.98880 2.11685 2.80286
H -3.27620 1.37917 1.22594
H -2.14301 2.73359 1.38408
H -2.63219 -0.88737 1.85438
H -1.23734 -3.12587 3.81651
H -0.20394 -3.54477 2.46010
H -1.92054 -3.16876 2.20011
H 1.26871 -1.64468 3.45789
C -0.62251 5.23782 -0.90968
C -1.78847 4.76484 -1.50027
C -2.05599 3.40515 -1.55129
C -1.14790 2.50955 -0.99380
C 0.03707 2.97573 -0.43026
C 0.29388 4.33745 -0.38651
N -1.40808 1.11382 -0.96713
N -2.21471 0.65946 -1.90730
C -2.37985 -0.68616 -1.85604
C -3.18210 -1.32049 -2.82406
C -3.35131 -2.67318 -2.77227
C -2.72661 -3.42303 -1.75237
C -1.95021 -2.76718 -0.84751
N -1.76610 -1.42031 -0.88597
H -0.42594 6.30076 -0.86660
H -2.49809 5.46200 -1.92658
H -2.96125 3.02541 -2.00520
H 0.77514 2.26495 -0.08455
H 1.22407 4.69717 0.03798
H -3.63520 -0.70443 -3.58795
H -3.96554 -3.17280 -3.51015
H -2.85641 -4.49304 -1.67863
H -1.45616 -3.29889 -0.04950
C 2.66352 1.35982 -2.14378
C 2.95828 -0.08107 -1.86350
C 3.95072 -0.75239 -2.53674
C 4.19958 -2.10129 -2.28508
C 3.43901 -2.80513 -1.34598
C 2.42061 -2.19690 -0.65431
C 1.67534 -2.95833 0.39505
C 2.14206 -0.79148 -0.88834
N 1.25333 -0.06628 -0.24044
H 3.32286 1.74404 -2.92145
H 2.78340 1.96361 -1.24232
H 1.62878 1.48961 -2.46358
H 4.54845 -0.22437 -3.27125
H 4.99272 -2.60885 -2.81982
H 3.66678 -3.84618 -1.14875
H 1.84711 -4.02880 0.29063
H 0.60705 -2.77927 0.32669
H 1.98005 -2.65173 1.39838

=====

(2)
Density functional theory data (ωB97M-V/def2-TZVPD) for 9 unconnected molecules or ions with the total composition C27H51FO27 in a non-equilibrium geometry.

Calculated values
HOMO level   -0.382 Ha
E   -3190.62049 Ha
Relative energy (zero: lowest compared OMol25 entry of this formula, charge and spin)   379.92 kJ/mol
Multiplicity   1
E_LUMO   0.3 eV

Geometry (Å):
C 6.70629 9.92686 7.76144
C 7.88675 10.66334 8.30818
O 8.98034 10.02481 7.64199
C 8.49162 9.38349 6.58764
O 9.03067 9.06142 5.57119
O 7.16023 9.27430 6.63871
F 7.95430 10.48263 9.64563
H 5.86087 10.46039 7.32702
H 6.37016 9.17533 8.47580
H 7.97833 11.69579 7.97092
C 9.55158 12.49301 3.55633
O 9.81277 11.20238 2.88401
C 8.81676 10.56067 2.16607
O 7.59238 10.89707 2.15625
O 9.38370 9.71585 1.29320
C 8.63901 8.85637 0.42443
H 9.16085 12.34306 4.56278
H 8.84624 13.05998 2.94878
H 10.48545 13.04021 3.68506
H 7.98774 9.37137 -0.28178
H 8.16149 8.14203 1.09512
H 9.35358 8.28784 -0.17076
C 7.06807 20.51516 5.01874
O 6.37807 21.09156 6.08512
C 5.97162 22.34434 6.02080
O 6.09322 23.15930 5.12844
O 5.29888 22.50662 7.15925
C 4.52154 23.70805 7.44098
H 6.45048 20.27205 4.15410
H 7.57013 19.60524 5.34750
H 7.76689 21.28306 4.68697
H 4.96476 24.63191 7.06933
H 4.33822 24.05608 8.45752
H 3.50589 23.46032 7.13248
C 9.30840 16.63413 1.31515
O 7.88927 16.61546 1.49201
C 7.35101 17.52134 2.30234
O 7.90159 18.45716 2.80226
O 6.11214 17.11494 2.61181
C 5.40822 17.70673 3.72266
H 9.60429 17.64197 1.02397
H 9.60149 15.86879 0.59650
H 9.93612 16.39286 2.17297
H 5.96380 17.72772 4.66020
H 4.55160 17.06519 3.92933
H 5.21422 18.74436 3.45100
C 12.10558 17.33004 7.66235
O 11.42638 16.79024 8.73408
C 11.80671 17.17291 10.01139
O 12.70431 17.93359 10.42271
O 10.93197 16.57120 10.85066
C 11.06322 16.71820 12.27360
H 12.98229 16.71375 7.46319
H 12.44087 18.32704 7.94813
H 11.41550 17.36960 6.81955
H 11.85647 16.12961 12.73449
H 10.03945 16.62961 12.63713
H 11.45077 17.71821 12.46822
C 4.97867 12.00969 4.16796
O 4.77097 12.38498 5.54540
C 5.27691 13.56245 5.89126
O 6.29863 14.07749 5.40199
O 4.64671 13.88881 7.06996
C 4.92784 15.17733 7.60570
H 5.97205 12.26982 3.80240
H 4.23102 12.56086 3.59760
H 4.93942 10.92816 4.03810
H 5.94508 15.27973 7.98365
H 4.34795 15.31045 8.51899
H 4.69777 15.88830 6.81217
C 7.43911 8.91667 13.62887
O 7.49431 10.31888 13.60434
C 6.65847 11.08322 12.80717
O 5.68000 10.75823 12.21089
O 7.08381 12.33763 13.02321
C 6.39557 13.56169 12.56129
H 6.42071 8.54783 13.75114
H 7.93802 8.42727 14.46533
H 7.70778 8.49045 12.66230
H 6.65607 13.89284 11.55602
H 6.64043 14.36431 13.25695
H 5.32095 13.38139 12.53305
C 13.10654 12.84714 6.57286
O 14.21380 12.94171 5.78385
C 15.37543 12.88759 6.21147
O 15.70488 12.61493 7.39738
O 16.16386 12.82012 5.10841
C 17.50110 12.40764 5.12519
H 12.37481 13.55707 6.18728
H 13.32325 13.16174 7.59372
H 12.55910 11.90459 6.57508
H 18.07729 12.37057 4.20068
H 17.71221 11.41253 5.51672
H 18.08752 13.01005 5.81894
C 8.59564 16.06178 4.99248
O 8.54201 15.92851 6.37942
C 9.02175 14.77987 6.95753
O 9.58164 13.82863 6.41175
O 8.87316 14.90829 8.30678
C 9.29063 13.89842 9.23773
H 8.25207 15.20505 4.41278
H 9.52926 16.22506 4.45414
H 7.76749 16.74795 4.81523
H 8.51965 13.16421 9.47144
H 9.48477 14.43195 10.16819
H 10.20210 13.38239 8.93601